[1]
Below is 11 unconnected molecules or ions with the total composition C43H64N11O5, with properties calculated with ωB97M-V with the def2-TZVPD basis set.

Values from the calculation:
Total charge: +1
Energy above the lowest of the compared OMol25 structures with the same formula, charge and spin in kJ/mol: 668.3
LUMO energy in eV: -4.96
HOMO energy in eV: -9.057

Cartesian coordinates (Å):
C 27.6620 44.9080 13.1000
C 28.9870 44.2240 13.3050
C 29.8160 44.7950 14.5090
C 29.3440 44.3430 15.8380
C 29.3320 42.7120 15.8100
C 28.4440 42.1100 14.6730
N 28.8490 42.7040 13.4390
O 29.0210 42.0710 12.3550
C 26.9750 42.0800 14.9220
C 28.9870 40.6030 14.7170
C 29.9000 44.4660 12.0210
H 27.1230 44.8520 12.1580
H 27.9440 45.8800 13.0100
H 27.0100 44.8900 13.8300
H 30.0760 45.9230 14.1210
H 30.7700 44.1960 14.6280
H 28.1990 44.7660 16.0500
H 29.9420 44.7380 16.6870
H 28.8230 42.3750 16.7810
H 30.3910 42.3930 15.6350
H 26.3910 41.4990 14.1330
H 26.7160 42.9230 15.1630
H 26.6380 41.3610 15.5870
H 28.7730 39.9430 15.5960
H 30.0550 40.4100 14.4470
H 28.7210 40.1570 13.8100
H 30.1740 45.5010 11.8460
H 29.4000 44.0880 11.1420
H 30.8680 43.8650 12.1670
N 24.4510 44.7130 9.4670
C 25.1440 44.0480 8.4540
C 26.0800 43.0180 9.1230
C 25.7680 43.0100 10.5690
C 24.8490 44.2400 10.7740
H 23.9170 45.5650 9.2820
H 25.1990 44.2240 7.3160
H 26.8050 42.4020 8.4910
H 25.6590 42.4680 11.2960
H 24.3960 44.7460 11.7930
N 27.1290 46.4030 10.0530
C 28.3750 46.3470 9.3940
C 29.1550 47.4640 9.7790
C 28.3180 48.4350 10.6180
C 26.9570 47.6670 10.7610
H 26.6070 45.6360 9.6590
H 28.6080 45.6160 8.7450
H 30.1780 47.6060 9.5070
H 28.5060 49.4910 10.8020
H 25.9940 47.7320 11.4150
N 32.1610 37.1060 10.6230
C 31.4440 38.2670 10.4130
C 30.5490 38.5080 11.6320
C 30.9420 37.3690 12.5770
C 31.9660 36.4470 11.8100
H 32.7040 36.6430 10.0890
H 31.3220 38.8010 9.4810
H 29.7390 39.3110 11.6390
H 30.6570 37.0750 13.4440
H 32.5870 35.5490 12.1640
N 33.7730 43.6320 12.3790
C 33.6110 43.5140 13.7670
C 33.0370 42.0770 13.9300
C 33.1650 41.2880 12.6380
C 33.6060 42.4430 11.6800
H 34.2130 44.3670 11.9720
H 33.7830 44.4390 14.5000
H 32.6740 41.5170 14.9800
H 32.8400 40.3010 12.4100
H 33.8670 42.4140 10.7580
N 27.2750 45.3820 18.6110
C 27.1960 44.0260 18.7200
C 25.9150 43.6000 17.9920
C 25.2350 44.8760 17.5740
C 26.2350 45.9330 17.9090
H 28.2530 45.8220 18.9320
H 27.9890 43.3340 19.1490
H 25.7270 42.5590 18.0340
H 24.3920 44.8090 17.2940
H 26.0950 47.1480 17.9020
N 29.4890 47.0320 19.9050
C 29.7970 45.9140 20.4180
C 30.8950 45.2190 19.5950
C 31.0520 46.2160 18.3990
C 30.1040 47.2800 18.7020
H 28.7480 47.6270 20.3220
H 29.2070 45.5440 21.3370
H 31.3670 44.3710 19.7850
H 31.6610 46.2440 17.4810
H 29.7870 48.1920 18.0430
N 29.0720 37.0560 17.5860
C 29.6960 35.8140 17.5040
C 29.4070 35.2220 16.1100
C 28.3580 36.1020 15.5790
C 28.2130 37.3270 16.5590
H 29.0700 37.4230 18.4480
H 30.3140 35.4970 18.2330
H 29.9390 34.3280 15.6680
H 27.6710 36.1030 14.8780
H 27.4100 38.1000 16.6210
N 28.6090 38.5810 20.0890
C 29.8040 39.1300 19.9490
C 29.7160 40.2180 18.9640
C 28.1790 40.2570 18.5690
C 27.5070 39.1790 19.4130
H 28.2680 37.8040 20.8810
H 30.7000 38.8790 20.6260
H 30.3520 40.7970 18.5320
H 27.7210 40.8890 17.9230
H 26.3100 39.0050 19.4920
C 25.9890 38.9690 9.7320
N 27.0360 39.4990 10.6950
O 27.9490 40.1200 10.0880
O 26.9590 39.3050 11.8550
H 25.2300 39.7000 9.3900
H 25.3940 38.1490 10.2180
H 26.3810 38.7290 8.8180
C 32.8680 48.7550 15.0550
N 33.2540 47.3720 15.3200
O 32.9250 46.4640 14.6080
O 33.6720 47.1000 16.4490
H 33.4860 49.2280 14.3150
H 33.2190 49.3790 15.8250
H 32.0370 48.6490 14.6270


[2]
Below is a molecular structure, C43H64N2O3P3PtSbSi3, with properties calculated with ωB97M-V with the def2-TZVPD basis set.

Values from the calculation:
Total charge: +2
LUMO energy (alpha / beta) in eV: -4.49 / -6.30
HOMO energy (alpha / beta) in eV: -10.864 / -12.568
Spin multiplicity: 3

Cartesian coordinates (Å):
Pt -0.2825 -0.5834 -0.5759
O -0.7902 0.9259 1.8338
C -0.7383 -0.2127 1.3887
C -1.0882 -1.3738 2.2719
C -0.9167 -1.3437 3.6509
C -1.2340 -2.4680 4.3984
C -1.7428 -3.6024 3.7734
C -1.9377 -3.6275 2.3993
C -1.6003 -2.5102 1.6415
P -1.8765 -2.2993 -0.1393
C -2.0490 -3.9479 -0.8419
C -3.0662 -4.2455 -1.7456
C -3.1151 -5.4958 -2.3458
C -2.1522 -6.4498 -2.0534
C -1.1280 -6.1549 -1.1613
C -1.0714 -4.9069 -0.5648
C -3.5126 -1.5190 -0.2216
C -3.6847 -0.3643 -0.9751
C -4.9284 0.2471 -1.0547
C -6.0075 -0.2917 -0.3706
C -5.8424 -1.4415 0.3937
C -4.6020 -2.0531 0.4671
H -0.5210 -0.4498 4.1169
H -1.0860 -2.4664 5.4703
H -1.9952 -4.4737 4.3636
H -2.3527 -4.5095 1.9270
H -3.8224 -3.5070 -1.9812
H -3.9115 -5.7247 -3.0412
H -2.1990 -7.4257 -2.5178
H -0.3788 -6.9004 -0.9291
H -0.2732 -4.6853 0.1365
H -2.8497 0.0522 -1.5269
H -5.0539 1.1360 -1.6586
H -6.9801 0.1789 -0.4345
H -6.6834 -1.8646 0.9267
H -4.4823 -2.9521 1.0608
C -2.2779 5.6299 -1.8822
Si -3.2861 5.2214 -0.3700
C -3.4994 6.6989 0.7442
C -4.9324 4.4360 -0.7764
Sb -1.8820 3.5037 0.9805
Si 0.4461 4.4900 1.4476
C 0.1460 6.2495 1.9946
C 1.3867 4.3847 -0.1585
C 1.2708 3.4761 2.7678
Si -3.1718 2.7245 3.0816
C -1.9646 2.3866 4.4626
C -4.3002 4.1553 3.4815
C -4.1388 1.2233 2.5585
H -2.8576 6.2764 -2.5467
H -2.0058 4.7343 -2.4432
H -1.3625 6.1637 -1.6195
H -3.9909 7.4812 0.1566
H -2.5564 7.1035 1.1115
H -4.1385 6.4767 1.5988
H -5.7179 5.1926 -0.7091
H -5.1953 3.6262 -0.0940
H -4.9416 4.0403 -1.7929
H -0.1065 6.9000 1.1553
H 1.0668 6.6325 2.4443
H -0.6422 6.3318 2.7446
H 0.7701 4.6019 -1.0318
H 1.7946 3.3764 -0.2656
H 2.2162 5.0970 -0.1518
H 0.8700 3.6809 3.7612
H 2.3324 3.7451 2.7752
H 1.1833 2.4107 2.5582
H -0.9592 2.1957 4.0945
H -2.2903 1.4951 5.0050
H -1.9372 3.2181 5.1690
H -3.7485 5.0783 3.6675
H -4.8635 3.9221 4.3898
H -5.0233 4.3356 2.6836
H -3.4823 0.4153 2.2317
H -4.8302 1.4521 1.7456
H -4.7268 0.8610 3.4068
C 1.1252 1.1308 -3.2891
P 0.6357 -0.5383 -2.7737
C -0.4217 -1.1323 -4.1276
C -1.6867 -0.5545 -4.2408
C -2.5572 -0.9480 -5.2422
C -2.1736 -1.9348 -6.1421
C -0.9169 -2.5092 -6.0412
C -0.0393 -2.1076 -5.0418
C 2.1351 -1.5502 -2.8450
C 2.0176 -2.9080 -2.5349
C 3.1332 -3.7300 -2.5430
C 4.3828 -3.1996 -2.8502
C 4.5070 -1.8519 -3.1525
C 3.3860 -1.0278 -3.1537
H 1.5698 1.1213 -4.2852
H 1.8214 1.5399 -2.5580
H 0.2342 1.7582 -3.3104
H -1.9966 0.2187 -3.5461
H -3.5330 -0.4871 -5.3231
H -2.8516 -2.2475 -6.9248
H -0.6099 -3.2692 -6.7474
H 0.9438 -2.5565 -4.9912
H 1.0413 -3.3236 -2.2981
H 3.0304 -4.7856 -2.3255
H 5.2542 -3.8409 -2.8657
H 5.4760 -1.4394 -3.4016
H 3.5002 0.0211 -3.3945
N 1.9349 -2.2809 0.7008
C 3.2535 -1.6797 0.4524
P 3.2375 0.1048 0.8112
O 2.9542 0.1603 2.3748
O 2.2770 0.8257 -0.0554
C 4.9770 0.6840 0.7272
N 5.4060 1.1481 2.0522
H 0.8845 -1.5016 0.0459
H 1.7604 -2.3812 1.6993
H 1.8767 -3.2030 0.2782
H 3.5150 -1.8055 -0.5996
H 4.0333 -2.1493 1.0584
H 5.0172 1.4654 -0.0334
H 5.6068 -0.1358 0.3761
H 3.7705 0.5350 2.7990
H 5.5110 2.1533 2.0802
H 6.2896 0.7421 2.3269


[3]
Below is C43H64N8O9 in the gas phase, with properties calculated with ωB97M-V with the def2-TZVPD basis set.

Values from the calculation:
Total charge: 0
Energy above the lowest of the compared OMol25 structures with the same formula, charge and spin in kJ/mol: 0.0
LUMO energy in eV: 0.65
HOMO energy in eV: -8.233

Cartesian coordinates (Å):
C -6.6548 -2.3306 -2.4287
H -6.8475 -1.6500 -3.2545
H -7.4886 -3.0262 -2.3578
H -6.6049 -1.7414 -1.5165
C -5.3482 -3.0825 -2.6697
C -5.3381 -3.7049 -4.0645
H -4.4088 -4.2412 -4.2427
H -5.4374 -2.9336 -4.8240
H -6.1655 -4.4028 -4.1746
C -5.1267 -4.1875 -1.6287
H -4.1694 -4.6765 -1.8269
H -5.9149 -4.9375 -1.7190
C -5.1317 -3.6751 -0.1783
N -4.2250 -2.5822 0.0057
C -2.8860 -2.5514 -0.1480
C -2.5354 -1.2474 0.1634
N -3.6794 -0.5878 0.4750
N -4.6704 -1.3851 0.3791
C -1.2391 -0.5942 0.1684
C -0.1133 -1.2118 -0.3640
C 1.1154 -0.5605 -0.3453
C 1.2049 0.7265 0.1777
C 0.0806 1.3560 0.6933
C -1.1342 0.6850 0.7115
H -2.0133 1.1237 1.1565
C 0.2534 2.7027 1.3158
O 1.1174 2.8990 2.1543
N -0.5748 3.6928 0.9025
C -1.5553 3.6289 -0.1541
H -1.5352 2.6535 -0.6376
H -1.3121 4.3995 -0.8983
C -2.9511 3.9195 0.4166
N -2.9317 5.1876 1.1084
C -3.5644 6.3117 0.6850
O -3.4287 7.3855 1.2276
O -4.3568 6.0577 -0.3718
C -5.1938 7.1011 -0.9238
C -5.9412 6.4063 -2.0636
H -6.6090 7.1093 -2.5522
H -6.5227 5.5745 -1.6749
H -5.2342 6.0215 -2.7942
C -4.3343 8.2431 -1.4657
H -3.6184 7.8609 -2.1907
H -3.7935 8.7201 -0.6532
H -4.9682 8.9800 -1.9506
C -6.1786 7.6070 0.1296
H -5.6423 8.0921 0.9402
H -6.7513 6.7751 0.5343
H -6.8619 8.3213 -0.3211
C -1.9319 5.2739 2.1509
H -2.1675 4.5400 2.9288
H -1.9686 6.2789 2.5723
C -0.5471 4.9787 1.5681
H 0.2068 4.9333 2.3552
H -0.2763 5.7590 0.8475
H -3.2282 3.1351 1.1296
H -3.6902 3.9519 -0.3812
H 2.1477 1.2505 0.1834
C 2.3018 -1.2218 -0.8561
C 3.6321 -0.8803 -0.6763
N 4.3155 -1.8236 -1.3556
N 3.4644 -2.6862 -1.9145
N 2.2729 -2.3390 -1.6243
C 5.7302 -1.9843 -1.5148
C 6.4537 -1.9061 -0.1566
O 5.9441 -1.4996 0.8526
O 7.6656 -2.3960 -0.3054
C 8.5926 -2.5255 0.8123
C 9.8867 -2.9989 0.1524
H 9.7051 -3.9066 -0.4173
H 10.2589 -2.2330 -0.5225
H 10.6377 -3.2002 0.9101
C 8.0557 -3.5757 1.7829
H 7.9165 -4.5266 1.2729
H 7.1024 -3.2550 2.1954
H 8.7603 -3.7121 2.5983
C 8.8003 -1.1830 1.5051
H 7.9394 -0.9330 2.1182
H 9.6823 -1.2324 2.1375
H 8.9374 -0.4028 0.7599
H 5.8796 -3.0017 -1.8965
C 6.3374 -1.0049 -2.5403
C 5.9359 0.4546 -2.3382
C 6.4945 1.0592 -1.0565
O 7.6333 0.9061 -0.6936
O 5.5632 1.7852 -0.4628
C 5.8289 2.5856 0.7272
C 4.4775 3.2104 1.0711
H 4.0513 3.6869 0.1915
H 3.7781 2.4629 1.4354
H 4.6037 3.9594 1.8466
C 6.3258 1.7032 1.8683
H 5.7188 0.8033 1.9417
H 6.2559 2.2504 2.8041
H 7.3590 1.4122 1.7030
C 6.8495 3.6690 0.3810
H 7.0319 4.2881 1.2545
H 6.4740 4.2966 -0.4248
H 7.7889 3.2191 0.0694
H 6.3548 1.0409 -3.1606
H 4.8533 0.5806 -2.3537
H 7.4229 -1.0940 -2.4772
H 6.0180 -1.3164 -3.5369
H 4.1037 -0.1046 -0.1166
H -0.1666 -2.2014 -0.7889
H -2.3136 -3.4096 -0.4221
H -6.1260 -3.3116 0.0942
C -4.7580 -4.8455 0.7423
O -3.6427 -5.0436 1.1432
O -5.8308 -5.5801 0.9682
C -5.7647 -6.7969 1.7683
C -4.8186 -7.8004 1.1124
H -5.1177 -7.9802 0.0817
H -3.7986 -7.4262 1.1234
H -4.8523 -8.7398 1.6564
C -5.3193 -6.4606 3.1895
H -5.9730 -5.7036 3.6174
H -5.3647 -7.3539 3.8057
H -4.2997 -6.0850 3.1908
C -7.2003 -7.3197 1.7595
H -7.5177 -7.5258 0.7407
H -7.8696 -6.5780 2.1866
H -7.2655 -8.2334 2.3423
H -4.5200 -2.3681 -2.6068


[4]
Below is a molecular structure, C43H66As2CdNOSSb2Si, with properties calculated with ωB97M-V with the def2-TZVPD basis set.

Values from the calculation:
Total charge: +1
Energy above the lowest of the compared OMol25 structures with the same formula, charge and spin in kJ/mol: 0.0
LUMO energy in eV: -2.01
HOMO energy in eV: -9.774

Cartesian coordinates (Å):
Cd -0.5147 -0.8294 -0.1315
C -3.9766 3.7802 -0.5634
Sb -2.1086 2.7202 -0.4111
C -2.0449 3.1206 1.7014
C -0.8761 4.3845 -1.1338
C -0.8516 5.5879 -0.2359
C -1.8619 6.5425 -0.4146
C -1.9809 7.6577 0.3958
C -1.0629 7.8498 1.4187
C -0.0441 6.9285 1.5891
C 0.0936 5.7950 0.7799
C 1.3359 4.9573 1.0464
Sb 1.5914 2.8279 0.7232
C 2.8568 3.0073 -1.0011
C 3.2272 2.7545 2.1194
H -3.8833 4.7403 -0.0548
H -4.7556 3.1914 -0.0768
H -4.2580 3.9417 -1.6045
H -1.8033 4.1721 1.8762
H -1.3181 2.4866 2.2054
H -3.0405 2.9158 2.1033
H -1.3628 4.6317 -2.0800
H 0.1153 4.0012 -1.3812
H -2.5738 6.3922 -1.2201
H -2.7768 8.3726 0.2253
H -1.1304 8.7133 2.0691
H 0.6865 7.0929 2.3749
H 1.5824 5.0610 2.1047
H 2.1814 5.3876 0.5001
H 3.6362 3.7416 -0.7908
H 2.2786 3.3313 -1.8679
H 3.3206 2.0464 -1.2326
H 3.7130 3.7309 2.1641
H 3.9577 2.0089 1.8008
H 2.8666 2.4897 3.1144
C 0.9576 -1.3201 4.0723
As -0.4166 -0.7834 2.8034
C -1.4063 0.3655 4.0345
C -1.6661 -2.3171 2.9390
C -1.3308 -3.4749 3.6379
C -2.2748 -4.4753 3.8499
C -3.5688 -4.3237 3.3713
C -3.9014 -3.1882 2.6446
C -2.9590 -2.1918 2.4083
As -3.3746 -0.5951 1.3620
C -4.8594 0.1239 2.4028
C -4.3654 -1.3289 -0.1498
H 1.7015 -1.9816 3.6374
H 0.4981 -1.7929 4.9371
H 1.4533 -0.4039 4.3901
H -1.6803 -0.2491 4.8889
H -2.2960 0.7741 3.5674
H -0.7712 1.1901 4.3532
H -0.3327 -3.6033 4.0377
H -1.9990 -5.3656 4.4002
H -4.3139 -5.0880 3.5580
H -4.9100 -3.0793 2.2600
H -5.7110 -0.5487 2.3254
H -5.1361 1.1034 2.0180
H -4.5628 0.2188 3.4441
H -5.2091 -1.9388 0.1805
H -3.7052 -1.9166 -0.7815
H -4.7450 -0.4818 -0.7192
C 0.0122 -0.0822 -2.0830
Si 1.0808 -1.3423 -2.8729
C 2.4006 -1.7400 -1.5797
N 1.9071 -1.8990 -0.1871
C 2.7671 -1.1555 0.7534
C 4.1634 -1.7484 0.9007
C 4.0989 -3.2720 1.1576
C 2.6595 -3.7311 1.3761
C 1.7704 -3.3315 0.2056
C 1.9972 -0.7158 -4.3771
C 3.0328 0.2187 -4.2464
C 3.7000 0.7198 -5.3552
C 3.3390 0.2955 -6.6275
C 2.3108 -0.6241 -6.7831
C 1.6488 -1.1256 -5.6684
C 0.1312 -2.8615 -3.4114
C 0.8133 -4.0221 -3.7928
C 0.1444 -5.1018 -4.3553
C -1.2321 -5.0408 -4.5450
C -1.9323 -3.9013 -4.1635
C -1.2535 -2.8242 -3.5997
H -0.8830 0.1891 -2.6426
H 0.5845 0.8313 -1.8900
H 3.0702 -0.8727 -1.6106
H 3.0213 -2.5941 -1.8795
H 2.2678 -1.1131 1.7200
H 2.8265 -0.1260 0.4018
H 4.6775 -1.2295 1.7131
H 4.7379 -1.5457 -0.0051
H 4.7154 -3.5461 2.0137
H 4.5066 -3.8112 0.2985
H 2.2637 -3.3171 2.3071
H 2.6135 -4.8166 1.4840
H 0.7330 -3.5551 0.4372
H 2.0411 -3.9437 -0.6594
H 3.3240 0.5774 -3.2623
H 4.4987 1.4410 -5.2288
H 3.8575 0.6828 -7.4955
H 2.0246 -0.9541 -7.7744
H 0.8509 -1.8466 -5.8121
H 1.8929 -4.0785 -3.6728
H 0.6957 -5.9826 -4.6620
H -1.7556 -5.8738 -5.0000
H -3.0047 -3.8472 -4.3180
H -1.8137 -1.9393 -3.3132
C -0.9705 -5.3922 -1.1807
S -1.8148 -4.3643 0.0005
C -3.4589 -4.6285 -0.6250
O -1.4760 -2.9388 -0.3727
H -1.2615 -6.4262 -0.9827
H 0.0992 -5.2720 -1.0238
H -1.2451 -5.0837 -2.1929
H -3.6728 -5.6975 -0.5999
H -3.4893 -4.2416 -1.6463
H -4.1541 -4.0926 0.0178


The records above yield max |F| values of 16.94, 0.88, 1.29, 0.85 eV/A, respectively.
The records above yield E values of -72217.3750, -116028.7962, -75981.2243, -207222.5269 eV, respectively.